This record from OMol25 describes a 2-piece molecular cluster, C2H4BNO2 overall in a non-equilibrium geometry. The level of theory is the ωB97M-V functional and the def2-TZVPD basis.

The value obtained for the total energy is -8400.571 eV. Its frontier orbital gap is 9.213 eV. The HOMO energy is -0.344 Eh. Its SMILES is C=C=N.O=BO.

```
! wB97M-V def2-TZVPD RIJCOSX def2/J DEFGRID3
* xyz 0 1
B 1.839 -0.453 -0.635
C -1.227 0.050 0.221
C -1.313 1.281 -0.246
N -1.476 -0.980 0.786
O 1.734 -0.467 -1.858
O 2.009 -0.352 0.642
H -0.807 2.082 0.224
H -1.549 1.376 -1.293
H -0.783 -1.649 0.829
H 1.574 -0.887 1.331
*
```

This record from OMol25 describes a 9-piece molecular cluster, H18O9 overall in a non-equilibrium geometry. The level of theory is the ωB97M-V functional and the def2-TZVPD basis.

The value obtained for the total energy is -18715.295 eV. Its frontier orbital gap is 9.524 eV. The HOMO energy is -0.346 Eh. Its SMILES is O.O.O.O.O.O.O.O.O.

```
! wB97M-V def2-TZVPD RIJCOSX def2/J DEFGRID3
* xyz 0 1
H 0.573 -0.660 0.094
H -0.887 -0.268 0.251
H -0.807 3.261 0.217
H -0.172 4.338 -0.648
H 0.719 -0.035 2.619
H -0.176 1.168 2.372
H -3.935 -2.194 -0.573
H -2.762 -1.243 -0.406
H 5.233 -1.411 -0.134
H 4.497 -2.725 -0.334
H -4.946 0.437 0.210
H -4.728 1.884 -0.202
H 1.734 3.409 0.282
H 1.269 2.133 -0.401
H -0.617 -3.790 -0.703
H -1.312 -3.570 0.631
H 3.527 -0.769 -1.859
H 2.778 0.301 -1.082
O -0.086 -0.439 0.761
O -0.324 3.387 -0.607
O -0.156 0.315 2.820
O -3.081 -1.965 -0.958
O 4.394 -1.848 0.051
O -4.567 0.979 -0.491
O 1.694 2.980 -0.580
O -1.395 -3.379 -0.310
O 3.532 -0.295 -1.020
*
```

So what do the calculations give for ΔE to the lowest compared entry with this formula, charge and spin? Going down the list: 47.6, 157.7 kcal per mole.